Below is a cluster of 8 separate species, C20H37BBr16NO3 in total in a non-equilibrium geometry, with properties calculated with ωB97M-V/def2-TZVPD.

Output
Total charge: -1
Gap between HOMO and LUMO in eV: 6.73
Molecular weight in g mol⁻¹: 1628.8
HOMO energy in Eh: -0.188
Calculated total energy in eV: -1150333.2967

```
78
Properties=species:S:1:pos:R:3:lowdin_charge:R:1
C 6.434 0.567 0.546 -0.13
C 6.375 1.633 -0.600 -0.77
Br 7.965 2.809 -0.689 0.54
C 5.056 2.528 -0.520 -0.61
Br 5.188 3.848 -2.013 0.62
C 3.849 1.555 -0.711 -0.39
C 2.457 2.097 -1.237 -0.21
O 1.733 0.846 -1.254 -0.12
B 2.362 -0.073 -0.251 -0.77
N 1.187 -0.502 0.684 0.24
C 0.410 -1.105 -0.004 -0.40
O -0.271 -1.802 -0.661 0.10
O 3.409 0.777 0.393 -0.07
H 5.713 0.831 1.367 0.08
H 7.446 0.431 0.999 0.06
H 6.107 -0.448 0.193 0.09
H 6.272 1.067 -1.563 0.05
H 5.032 3.135 0.413 0.05
H 4.131 0.791 -1.499 0.14
H 2.004 2.613 -0.339 0.09
H 2.422 2.709 -2.167 -0.02
H 2.960 -0.993 -0.772 0.11
Br -0.874 2.994 -1.497 0.68
C -1.153 3.593 -3.326 -0.69
C -0.059 3.089 -4.233 -0.67
Br 1.592 4.091 -4.002 0.67
H -1.227 4.678 -3.295 0.05
H -2.115 3.176 -3.625 0.05
H -0.334 3.229 -5.278 0.05
H 0.187 2.043 -4.062 0.06
Br -0.508 4.925 2.353 0.58
C 0.326 3.331 3.106 -0.67
C 1.670 3.649 3.707 -0.74
Br 3.031 3.878 2.334 0.68
H 0.375 2.592 2.307 0.05
H -0.363 2.983 3.875 0.05
H 2.022 2.819 4.319 -0.04
H 1.668 4.559 4.304 0.04
Br -5.014 -4.020 -0.103 0.63
C -4.415 -3.377 -1.843 -0.68
C -3.397 -2.276 -1.702 -0.69
Br -4.243 -0.588 -1.219 0.59
H -5.304 -3.072 -2.390 0.05
H -3.974 -4.247 -2.330 0.06
H -2.905 -2.085 -2.654 0.06
H -2.642 -2.479 -0.945 0.03
Br 3.844 2.388 6.132 0.70
C 3.298 2.665 7.979 -0.69
C 1.877 2.217 8.202 -0.69
Br 0.605 3.510 7.489 0.62
H 3.457 3.717 8.202 0.05
H 3.987 2.064 8.573 0.05
H 1.655 2.159 9.267 0.05
H 1.651 1.261 7.736 0.05
Br -9.711 -4.174 2.108 0.59
C -8.581 -3.182 0.868 -0.71
C -9.407 -2.377 -0.101 -0.68
Br -10.170 -3.513 -1.487 0.58
H -7.934 -3.907 0.380 -0.01
H -7.978 -2.527 1.494 0.06
H -8.784 -1.659 -0.632 0.06
H -10.234 -1.853 0.372 0.05
Br -11.246 -8.223 1.669 0.59
C -11.524 -7.653 -0.173 -0.69
C -10.421 -8.146 -1.073 -0.69
Br -8.803 -7.090 -0.847 0.59
H -11.613 -6.569 -0.159 0.04
H -12.480 -8.089 -0.464 0.06
H -10.697 -8.024 -2.120 0.06
H -10.151 -9.184 -0.893 0.05
Br 8.673 -0.007 -3.088 0.64
C 9.399 0.581 -4.796 -0.69
C 10.517 1.574 -4.608 -0.70
Br 9.832 3.336 -4.142 0.60
H 8.567 0.978 -5.374 0.05
H 9.769 -0.325 -5.274 0.05
H 11.062 1.718 -5.541 0.05
H 11.215 1.288 -3.824 0.05
```

=====

Below is a structure of composition C20H37Cl3N6OTi in a non-equilibrium geometry, with properties calculated with ωB97M-V/def2-TZVPD.

Output
Total charge: +2
Gap between HOMO and LUMO (alpha / beta) in eV: 6.54 / 8.13
Spin multiplicity: 3
Molecular weight in g mol⁻¹: 531.8
HOMO energy (alpha / beta) in Eh: -0.416 / -0.474
Calculated total energy in eV: -93000.3398
ΔE to the lowest compared entry with this formula, charge and spin in kcal/mol: 0.0

```
68
Properties=species:S:1:pos:R:3:mulliken_spin:R:1
Ti -0.795 0.176 1.072 1.83
C 0.271 -1.116 3.928 0.05
C -0.222 -2.264 3.050 0.00
N -1.133 -1.807 1.983 0.03
C -2.577 -1.898 2.266 0.01
C -3.360 -1.397 1.059 0.01
N -3.016 0.014 0.743 0.02
C -3.756 1.011 1.561 0.00
C -3.296 2.444 1.267 0.02
C -2.115 3.007 2.073 0.01
N -1.023 2.032 2.286 -0.03
C 0.298 2.548 2.726 0.03
C 1.455 1.805 2.048 0.01
N 1.232 0.345 2.063 0.02
C 1.446 -0.301 3.385 0.01
H 0.595 -1.527 4.887 0.00
H -0.574 -0.457 4.167 0.00
H -0.718 -3.016 3.670 0.00
H 0.627 -2.759 2.573 -0.01
H -0.952 -2.324 1.122 0.01
H -2.806 -1.282 3.141 0.00
H -2.879 -2.920 2.515 0.00
H -4.433 -1.510 1.241 0.00
H -3.107 -2.007 0.189 0.00
H -3.241 0.191 -0.232 0.02
H -3.635 0.758 2.618 0.00
H -4.825 0.928 1.350 0.00
H -4.139 3.110 1.458 0.00
H -3.091 2.523 0.197 -0.01
H -2.467 3.387 3.035 0.00
H -1.702 3.857 1.529 0.00
H -1.350 1.406 3.022 0.01
H 0.384 2.477 3.813 -0.01
H 0.362 3.608 2.481 0.00
H 2.376 2.090 2.569 0.00
H 1.543 2.109 1.005 -0.01
H 1.824 -0.090 1.363 -0.01
H 1.681 0.479 4.112 -0.01
H 2.330 -0.940 3.332 0.00
Cl -1.967 0.405 -5.968 0.00
C -1.449 0.012 -4.367 0.00
C -1.223 1.021 -3.448 0.01
C -0.804 0.673 -2.177 0.01
Cl -0.493 1.948 -1.011 0.00
C -0.584 -0.646 -1.742 -0.01
O -0.146 -0.942 -0.547 -0.02
C -0.849 -1.624 -2.724 -0.01
Cl -0.614 -3.284 -2.275 0.00
C -1.268 -1.316 -4.005 0.00
H -1.372 2.058 -3.718 0.00
H -1.465 -2.108 -4.714 0.00
N 3.766 -1.037 -4.061 0.00
C 3.760 0.458 -3.855 0.00
C 2.660 0.803 -2.859 0.00
N 2.776 0.084 -1.599 0.00
C 2.827 -1.353 -1.810 0.00
C 3.937 -1.785 -2.760 0.00
H 4.502 -1.299 -4.718 0.00
H 2.879 -1.317 -4.489 0.00
H 3.605 0.926 -4.826 0.00
H 4.749 0.721 -3.482 0.00
H 1.688 0.554 -3.301 0.00
H 2.659 1.877 -2.683 0.00
H 3.585 0.407 -1.080 0.00
H 1.862 -1.672 -2.217 0.00
H 2.938 -1.877 -0.862 0.00
H 3.902 -2.850 -2.983 0.00
H 4.927 -1.527 -2.386 0.00
```

=====

Below is a cluster of 7 separate species, C20H37ClN2O6S in total in a non-equilibrium geometry, with properties calculated with ωB97M-V/def2-TZVPD.

Output
Total charge: 0
Gap between HOMO and LUMO in eV: 7.93
Molecular weight in g mol⁻¹: 469.0
HOMO energy in Eh: -0.294
Calculated total energy in eV: -59951.4585
ΔE to the lowest compared entry with this formula, charge and spin in kcal/mol: 201.2

```
67
Properties=species:S:1:pos:R:3:lowdin_charge:R:1
C 0.918 5.652 -2.959 -0.15
N 0.318 5.235 -4.268 -0.14
C 0.091 3.760 -4.253 -0.23
C -0.801 3.369 -2.957 -0.16
C -2.284 3.895 -2.987 -0.03
C -3.199 3.517 -1.785 -0.05
C -2.619 2.636 -0.579 -0.01
C -1.128 2.136 -0.561 -0.18
C -0.230 2.528 -1.762 -0.35
S 1.542 1.964 -1.725 0.88
C 1.435 0.416 -0.690 -0.39
C 2.476 -0.712 -0.912 -0.05
C 2.446 -2.037 -0.050 -0.06
C 1.291 -2.127 0.996 -0.07
C 0.229 -0.989 1.202 -0.47
Cl -1.039 -1.310 2.475 0.63
C 0.286 0.332 0.345 -0.18
N -0.720 1.368 0.632 0.03
H 0.118 5.940 -2.182 0.09
H 1.602 6.574 -3.066 0.08
H 1.582 4.784 -2.594 0.07
H -0.596 5.719 -4.323 0.09
H 1.050 3.137 -4.339 0.11
H -0.590 3.530 -5.159 0.12
H -2.636 4.530 -3.874 0.10
H -4.286 3.897 -1.758 0.10
H -3.334 2.377 0.278 0.10
H 3.324 -0.651 -1.689 0.09
H 3.191 -2.893 -0.170 0.09
H 1.234 -3.061 1.663 0.08
H -1.573 0.849 0.927 0.10
C -2.477 -1.546 6.445 -0.16
O -2.605 -0.508 5.485 -0.14
H -2.911 -1.208 7.387 0.08
H -3.011 -2.435 6.100 0.08
H -1.420 -1.780 6.597 0.08
H -2.215 -0.830 4.663 -0.01
C -3.095 5.222 2.214 -0.17
O -4.193 5.172 1.323 -0.14
H -3.407 5.711 3.138 0.08
H -2.760 4.207 2.439 0.07
H -2.282 5.794 1.761 0.08
H -3.884 4.735 0.514 0.03
C 1.762 -4.691 -2.885 -0.16
O 0.681 -4.076 -2.202 -0.13
H 1.364 -5.299 -3.698 0.08
H 2.416 -3.918 -3.295 0.06
H 2.322 -5.329 -2.195 0.07
H 1.057 -3.537 -1.491 0.03
C 5.738 -2.661 -1.806 -0.16
O 4.639 -2.704 -2.707 -0.15
H 5.420 -2.170 -0.886 0.07
H 6.067 -3.678 -1.578 0.08
H 6.559 -2.096 -2.253 0.08
H 4.951 -3.142 -3.509 0.08
C 3.830 -4.701 3.130 -0.15
O 2.734 -4.753 2.227 -0.15
H 3.509 -4.204 4.045 0.08
H 4.161 -5.715 3.367 0.08
H 4.651 -4.136 2.681 0.08
H 3.044 -5.197 1.427 0.08
C -5.001 -2.746 1.461 -0.16
O -4.739 -1.524 2.135 -0.14
H -6.080 -2.859 1.345 0.08
H -4.532 -2.732 0.474 0.08
H -4.612 -3.582 2.048 0.08
H -3.781 -1.449 2.225 0.01
```

=====

Below is a cluster of 4 separate species, C20H37N2O8PS in total in a non-equilibrium geometry, with properties calculated with ωB97M-V/def2-TZVPD.

Output
Total charge: 0
Gap between HOMO and LUMO in eV: 7.31
Molecular weight in g mol⁻¹: 496.6
HOMO energy in Eh: -0.309
Calculated total energy in eV: -60822.7185

```
69
Properties=species:S:1:pos:R:3:lowdin_charge:R:1
C -0.888 2.792 3.073 -0.01
C -0.876 1.365 2.644 -0.33
C -2.142 0.798 2.046 0.00
N 0.166 0.604 2.733 0.14
C 0.931 0.585 1.558 -0.17
C 1.071 -0.483 0.770 -0.11
C 0.442 -1.823 1.012 -0.06
C -0.070 -2.414 -0.289 -0.22
O -0.187 -3.607 -0.442 0.06
C 1.902 -0.313 -0.457 -0.34
O 2.674 -1.163 -0.830 0.12
C 1.709 1.021 -1.164 -0.15
P 1.632 1.059 -2.975 0.18
O 0.312 0.196 -3.371 -0.20
O 1.398 2.526 -3.562 -0.20
S 3.156 0.254 -3.796 0.36
C 1.591 2.093 -0.385 -0.23
N 1.386 3.410 -0.854 0.10
C 1.642 1.850 1.114 -0.26
O 2.173 2.622 1.876 0.14
H -0.913 3.388 2.155 0.10
H 0.056 3.000 3.559 0.08
H -1.754 3.061 3.668 0.09
H -2.574 0.031 2.675 0.10
H -2.831 1.620 1.865 0.08
H -1.854 0.401 1.074 0.08
H 1.173 -2.495 1.450 0.14
H -0.415 -1.667 1.660 0.12
H -0.337 -1.729 -1.119 0.13
H -0.475 0.539 -2.928 0.06
H 0.631 2.946 -3.151 0.06
H 2.252 3.912 -0.993 0.11
H 0.796 3.893 -0.191 0.09
C -3.241 0.461 -5.876 -0.06
C -3.276 1.083 -4.490 -0.50
C -4.659 1.623 -4.158 -0.06
O -2.311 2.138 -4.410 -0.07
H -3.485 1.207 -6.637 0.08
H -2.243 0.085 -6.100 0.08
H -3.951 -0.363 -5.957 0.08
H -2.986 0.338 -3.747 0.13
H -4.946 2.404 -4.868 0.08
H -4.667 2.072 -3.164 0.08
H -5.410 0.833 -4.190 0.08
H -2.551 2.806 -5.059 0.09
C 1.965 -6.132 -3.077 -0.07
C 2.095 -4.710 -3.603 -0.49
C 3.196 -3.949 -2.879 -0.06
O 0.848 -4.030 -3.452 -0.06
H 1.704 -6.125 -2.015 0.08
H 1.170 -6.663 -3.601 0.08
H 2.897 -6.688 -3.202 0.08
H 2.310 -4.733 -4.672 0.14
H 2.971 -3.876 -1.811 0.07
H 3.275 -2.930 -3.258 0.05
H 4.163 -4.443 -2.997 0.08
H 0.640 -4.004 -2.510 0.04
C 0.628 0.007 7.051 -0.06
C 0.338 1.468 6.752 -0.50
C 0.776 2.367 7.899 -0.06
O -1.061 1.644 6.507 -0.07
H 0.081 -0.320 7.941 0.08
H 0.303 -0.624 6.223 0.08
H 1.693 -0.160 7.218 0.08
H 0.854 1.763 5.837 0.13
H 0.234 2.114 8.814 0.08
H 0.557 3.411 7.672 0.08
H 1.845 2.269 8.091 0.08
H -1.536 1.389 7.303 0.08
```

=====

Below is a structure of composition C20H37N6PS5Sc, with properties calculated with ωB97M-V/def2-TZVPD.

Output
Total charge: +1
Gap between HOMO and LUMO in eV: 6.11
Molecular weight in g mol⁻¹: 597.8
HOMO energy in Eh: -0.347
Calculated total energy in eV: -114445.8419
ΔE to the lowest compared entry with this formula, charge and spin in kcal/mol: 7.6

```
70
Properties=species:S:1:pos:R:3:lowdin_charge:R:1
Sc 0.196 -0.496 0.147 0.08
S 2.775 0.272 3.769 0.57
C 1.863 -0.087 2.471 -1.74
S 0.114 -0.337 2.588 0.48
S 2.531 -0.207 0.843 0.44
C -0.221 4.583 1.723 -0.10
C 0.442 3.222 1.498 -0.52
C 1.961 3.365 1.628 -0.12
P -0.071 2.308 -0.043 1.04
C -1.804 2.898 -0.322 -0.55
C -2.719 2.416 0.808 -0.12
C -2.359 2.453 -1.675 -0.11
C 0.827 3.025 -1.504 -0.54
C 0.745 4.545 -1.649 -0.09
C 2.277 2.549 -1.617 -0.13
H 0.147 4.994 2.665 0.09
H -1.306 4.528 1.797 0.06
H 0.031 5.295 0.938 0.07
H 0.114 2.541 2.290 0.07
H 2.339 4.143 0.962 0.07
H 2.495 2.439 1.424 0.02
H 2.201 3.664 2.649 0.09
H -1.774 3.990 -0.302 0.09
H -2.959 1.364 0.648 0.02
H -3.654 2.979 0.800 0.09
H -2.266 2.528 1.795 0.07
H -2.287 1.369 -1.793 0.05
H -1.847 2.930 -2.511 0.07
H -3.415 2.721 -1.745 0.09
H 0.274 2.580 -2.340 0.07
H 1.335 5.045 -0.881 0.07
H -0.276 4.921 -1.593 0.07
H 1.154 4.843 -2.617 0.08
H 2.894 2.915 -0.800 0.07
H 2.715 2.931 -2.544 0.08
H 2.358 1.461 -1.615 0.03
C 1.318 1.101 -5.078 0.00
N 0.413 0.081 -4.545 -0.17
C -0.170 -0.889 -5.471 -0.01
C 0.343 -0.120 -3.259 -0.22
N 0.254 -0.275 -2.116 0.13
H 0.790 1.685 -5.830 0.10
H 2.194 0.632 -5.530 0.10
H 1.639 1.757 -4.273 0.07
H -0.706 -0.352 -6.252 0.10
H -0.870 -1.527 -4.938 0.10
H 0.611 -1.501 -5.925 0.10
S -2.330 -1.222 -0.136 0.62
C -2.541 -1.646 1.517 -0.86
N -2.233 -2.823 2.036 0.04
C -2.322 -2.815 3.497 -0.11
C -2.954 -1.435 3.790 -0.12
N -3.034 -0.841 2.453 0.03
H -1.720 -3.499 1.475 0.08
H -1.327 -2.903 3.933 0.11
H -2.945 -3.634 3.851 0.12
H -2.320 -0.829 4.434 0.11
H -3.945 -1.519 4.231 0.12
H -3.203 0.134 2.275 0.12
S 1.174 -3.039 -0.254 0.67
C 0.203 -4.382 -0.540 -0.76
N 0.722 -5.369 -1.344 0.07
C 0.090 -6.525 -1.615 -0.03
C -1.146 -6.741 -1.090 -0.02
C -1.651 -5.720 -0.268 -0.07
N -1.013 -4.604 0.006 0.06
H 1.645 -5.187 -1.718 0.15
H 0.613 -7.227 -2.249 0.14
H -1.696 -7.648 -1.282 0.12
H -2.625 -5.834 0.197 0.13
```

=====

Below is a structure of composition C20H38BF4N4O3PdSi2, with properties calculated with ωB97M-V/def2-TZVPD.

Output
Total charge: +1
Gap between HOMO and LUMO (alpha / beta) in eV: 8.86 / 6.83
Spin multiplicity: 5
Molecular weight in g mol⁻¹: 631.9
HOMO energy (alpha / beta) in Eh: -0.398 / -0.459
Calculated total energy in eV: -64242.9969

```
73
Properties=species:S:1:pos:R:3:mulliken_spin:R:1
Pd 0.044 -0.413 -0.028 1.48
C 4.775 -1.454 0.534 0.00
N 3.877 -1.260 1.669 0.01
C 4.271 -1.836 2.954 0.00
C 2.699 -0.667 1.504 0.00
O 2.308 -0.222 0.410 0.03
C 1.807 -0.520 2.732 0.00
O 0.665 0.240 2.401 0.01
C 0.774 1.628 2.594 -0.01
C 0.221 2.377 1.387 0.00
O -0.013 1.793 0.321 0.08
N 0.040 3.694 1.516 0.00
C 0.260 4.437 2.752 0.00
C -0.515 4.469 0.411 0.00
H 4.897 -2.518 0.332 0.00
H 4.354 -0.970 -0.340 0.00
H 5.749 -1.017 0.759 0.00
H 5.152 -2.450 2.794 0.00
H 4.523 -1.066 3.685 0.00
H 3.487 -2.474 3.359 0.00
H 1.455 -1.502 3.040 0.00
H 2.357 -0.070 3.562 0.00
H 0.216 1.900 3.492 0.00
H 1.816 1.936 2.729 0.00
H 0.929 3.914 3.428 0.00
H 0.717 5.395 2.508 0.00
H -0.685 4.629 3.265 0.00
H -0.619 3.836 -0.461 0.00
H -1.491 4.869 0.691 0.00
H 0.151 5.301 0.181 0.00
C 2.309 -1.682 -2.442 0.02
Si 1.405 -0.172 -3.033 -0.02
C 1.307 -0.229 -4.894 0.01
C 2.194 1.427 -2.500 0.02
N -0.161 -0.170 -2.176 0.69
C -1.435 -0.274 -2.564 0.05
C -1.818 -0.302 -3.911 0.19
C -3.175 -0.397 -4.308 0.13
C -4.154 -0.455 -3.364 0.13
C -3.809 -0.435 -1.991 0.19
C -2.479 -0.368 -1.552 0.12
N -2.137 -0.388 -0.259 0.66
Si -3.231 -0.626 1.135 -0.03
C -4.384 0.850 1.157 0.02
C -2.282 -0.603 2.725 0.01
C -4.046 -2.284 0.945 0.02
H 3.332 -1.665 -2.829 0.00
H 1.822 -2.593 -2.797 0.00
H 2.354 -1.738 -1.355 0.00
H 2.331 -0.208 -5.276 0.00
H 0.785 0.632 -5.320 0.00
H 0.843 -1.147 -5.264 0.00
H 3.238 1.467 -2.821 0.00
H 2.160 1.518 -1.414 0.00
H 1.670 2.280 -2.939 0.00
H -1.045 -0.247 -4.662 0.07
H -3.429 -0.422 -5.359 0.01
H -5.192 -0.519 -3.660 0.01
H -4.593 -0.482 -1.250 0.05
H -3.800 1.768 1.044 0.00
H -4.904 0.894 2.118 0.00
H -5.141 0.836 0.370 0.00
H -1.978 0.411 3.000 0.00
H -1.400 -1.244 2.698 0.00
H -2.948 -0.977 3.508 0.00
H -4.576 -2.409 -0.001 0.00
H -4.756 -2.448 1.759 0.00
H -3.275 -3.058 1.001 0.00
F 0.169 -2.320 1.465 0.00
B 0.041 -3.377 0.462 0.03
F -0.393 -2.641 -0.714 0.03
F -0.924 -4.266 0.847 0.00
F 1.288 -3.918 0.240 0.00
```